1.
The following is a DFT calculation (ωB97M-V/def2-TZVPD) of a 3-piece molecular cluster, C4H12N5O4 overall in a non-equilibrium geometry.

Properties
spin multiplicity	1
HOMO level	-1.89	eV
frontier orbital gap	5.0	eV
E	-19981.21532	eV
LUMO energy	3.114	eV
charge	-1

```
25
Properties=species:S:1:pos:R:3:forces:R:3
O -0.888078 -2.994462 -1.946795 0.75 -0.61 0.78
H -1.000399 -0.046791 -1.964525 -0.05 0.18 0.16
H -0.112222 -1.620400 -3.396358 0.23 -0.24 -0.01
H 1.501793 3.995581 -1.467312 0.06 -0.03 -0.02
H 1.624813 1.655391 1.210048 0.05 -0.02 -0.11
H 0.229927 0.506307 4.522462 0.05 0.05 0.00
H -0.118482 3.576500 -1.908851 -0.03 -0.09 -0.06
N -0.095605 -1.414914 1.977363 0.07 -0.16 0.15
O 0.424777 -3.187059 -0.314563 0.14 -0.46 0.40
N 0.361204 -3.016167 -1.502319 -0.56 0.45 -0.55
O -0.471525 1.893707 -0.137429 -0.10 0.11 0.26
N 1.660893 2.364658 0.492808 -0.22 0.01 0.16
C 0.559771 -0.639729 2.862922 -0.04 0.23 0.05
N -0.224859 -0.080832 3.853184 0.05 -0.20 -0.05
H 2.511332 2.872204 0.350911 0.03 -0.03 -0.05
H -2.518599 -0.933285 -1.733882 -0.43 0.15 -0.19
C -1.749350 -0.664620 -2.460658 0.87 -0.96 -0.05
H -1.666510 -2.368880 -3.792458 -0.07 -0.52 0.24
H -1.214527 -0.217618 3.908528 -0.05 0.04 -0.06
C -1.097998 -1.868822 -3.010344 -0.90 1.94 -0.88
N 0.668874 3.467890 -1.299212 -0.01 0.02 0.28
H 0.388579 -1.837918 1.201581 0.07 0.04 -0.05
H -1.085825 -1.557017 2.020539 -0.07 0.09 -0.09
C 0.545660 2.530155 -0.292101 0.23 -0.07 -0.25
O 1.766357 -0.413881 2.826461 -0.08 0.09 -0.07
```
Positions in Å, forces in eV/Å.


2.
The following is a DFT calculation (ωB97M-V/def2-TZVPD) of a 2-piece molecular cluster, C4H12N6 overall in a non-equilibrium geometry.

Properties
spin multiplicity	1
energy above the lowest of the compared OMol25 structures with the same formula, charge and spin	1.827	eV
HOMO level	-16.30	eV
frontier orbital gap	9.4	eV
E	-13264.94701	eV
LUMO energy	-6.911	eV
charge	+2

```
22
Properties=species:S:1:pos:R:3:forces:R:3
H 3.631624 -1.424886 0.379101 -0.13 0.37 0.25
N 0.290059 2.209239 0.277928 -2.99 -3.33 0.15
C -0.011079 0.888649 0.158347 -5.07 1.64 0.31
N -2.067073 -0.577615 -0.169691 -0.25 -0.18 -0.45
H -2.349038 2.445610 1.032510 1.07 1.99 0.40
H -3.968159 -0.274398 -0.026615 -2.08 0.62 0.56
C -1.738479 0.563844 0.281967 5.84 4.31 1.09
H 1.207028 2.523702 0.286877 1.66 1.07 0.15
N -3.338369 -0.917017 -0.368600 -0.32 -2.23 -1.14
N 3.291438 -0.452751 0.313929 -0.54 -1.80 -2.62
H -3.531502 -1.866909 -0.744820 -0.09 1.45 0.71
H 3.429976 -0.006287 1.184675 0.56 0.85 1.05
H 3.832516 -0.056742 -0.493649 -0.55 0.07 1.15
N -2.526846 1.520938 0.821509 -2.07 -3.77 -1.64
H -0.524628 2.662582 0.643864 0.87 1.32 0.14
H -1.660917 -2.445621 -0.824969 0.92 0.18 0.21
H 2.159112 -0.440698 0.065172 1.54 0.95 0.30
N 0.716183 -0.077439 -0.166350 1.39 -0.86 -0.34
C -1.154099 -1.522885 -0.519464 2.11 -1.62 -0.91
C 0.185874 -1.282586 -0.509652 -1.38 -1.33 0.88
H 0.941922 -2.070959 -0.522102 -0.71 -0.11 -0.73
H -3.514302 1.400351 0.592293 0.21 0.41 0.48
```
Positions in Å, forces in eV/Å.


3.
The following is a DFT calculation (ωB97M-V/def2-TZVPD) of a 2-piece molecular cluster, C4H12NO overall in a non-equilibrium geometry.

Properties
spin multiplicity	1
energy above the lowest of the compared OMol25 structures with the same formula, charge and spin	1.675	eV
HOMO level	-14.88	eV
frontier orbital gap	9.7	eV
E	-7872.61575	eV
LUMO energy	-5.135	eV
charge	+1

```
18
Properties=species:S:1:pos:R:3:forces:R:3
H -2.106616 1.295199 -0.936628 -0.08 -0.19 0.41
H -0.740893 0.979799 1.387867 0.47 0.03 0.26
H -1.372742 2.645365 -0.117645 0.25 -0.01 0.18
C -0.674421 -0.749126 0.165947 -0.60 1.37 0.41
H -0.339669 -2.529486 1.295893 0.05 -0.33 -0.35
H 1.001778 -0.181998 2.444454 0.03 0.51 -1.17
C -0.397650 0.727507 0.384844 -0.62 0.68 -0.28
H 1.342180 -1.924163 2.650794 -0.45 -0.27 -0.05
H 1.732395 -0.759757 -3.021025 0.19 0.23 -0.47
N -0.133015 -1.540048 1.292698 0.79 -0.10 -0.85
C -1.153997 1.676666 -0.556357 -0.76 -0.61 -0.48
H -0.194580 -1.080963 -0.754278 -0.10 -0.38 0.09
O 1.834736 -0.048091 -2.388760 -0.31 -0.03 0.95
H 0.641486 0.967452 0.182322 0.35 -0.20 0.69
H 2.112225 0.762219 -2.822322 0.03 -0.24 -0.40
H -0.585499 1.813392 -1.450297 0.52 0.32 -0.57
H -1.753140 -0.875442 0.158937 -0.05 -0.42 -0.23
C 0.787427 -1.178529 2.083562 0.28 -0.36 1.86
```
Positions in Å, forces in eV/Å.